This record from the OMol25 dataset describes 2 unconnected molecules or ions with the total composition C14H22NO6P. The level of theory is the ωB97M-V functional and the def2-TZVPD basis.

The orbital gap is 8.2 eV. Its charge is 0. As for the LUMO energy: -1.40 eV. As for the HOMO energy: -0.351 Ha. The calculation puts the total energy at -37936.49326 eV.

```
44
Properties=species:S:1:pos:R:3:forces:R:3
P 1.158 2.487 1.038 0.91 0.27 1.13
O 1.970 2.803 2.235 0.03 0.00 0.15
O 0.883 -2.178 -0.940 0.38 0.12 0.26
O 0.026 2.583 -2.340 0.05 0.11 0.03
O -0.931 0.502 2.443 0.56 -0.04 -0.04
O 0.179 -3.605 5.170 0.11 -0.17 -0.64
O 1.282 -4.751 3.585 -0.46 0.20 -0.20
N -2.500 1.290 -2.916 0.09 0.08 0.22
C 0.092 0.025 1.999 -0.46 0.17 0.36
C -1.200 3.239 -2.063 -0.16 0.00 0.18
C 0.142 -4.212 4.130 0.05 0.57 1.09
C 0.631 -1.299 2.384 0.24 -0.11 -0.30
C -2.392 2.752 -2.899 0.16 -0.12 -0.21
C 0.733 3.077 -3.464 0.08 -0.18 0.05
C 1.768 -3.412 1.587 0.41 0.40 0.32
C 1.388 -0.037 -0.045 -0.04 -0.05 0.25
C 1.138 -1.503 0.034 -0.20 -0.14 -0.40
C -2.387 3.265 -4.335 -0.08 0.11 -0.04
C 2.164 -3.782 3.017 0.18 -0.38 -0.33
C -1.120 -4.439 3.363 0.36 -0.96 -0.23
C 1.156 -2.055 1.421 -0.21 -0.23 0.16
C 0.886 0.709 0.933 -0.42 0.48 -0.63
H -3.370 3.127 -4.785 0.00 -0.05 0.01
H -2.147 4.330 -4.375 0.01 -0.01 0.00
H -1.672 2.730 -4.959 0.04 -0.03 0.04
H 1.791 2.864 -3.309 0.00 0.01 0.04
H 1.943 0.368 -0.872 -0.04 0.07 -0.38
H -0.949 -5.205 2.618 -0.03 -0.08 -0.27
H -1.885 -4.804 4.030 -0.32 0.20 0.25
H -1.075 4.326 -2.144 -0.01 0.00 -0.09
H 2.680 -3.402 0.997 0.16 -0.08 -0.26
H -1.601 0.915 -3.205 -0.03 -0.03 -0.11
H 0.610 -1.614 3.412 -0.34 0.02 0.32
H -1.416 3.019 -1.013 0.02 -0.05 -0.01
H -1.439 -3.533 2.868 -0.09 0.35 0.01
H 0.422 2.573 -4.381 -0.02 0.10 -0.05
H 1.864 2.798 -0.139 -0.57 -0.09 -0.32
H 2.272 -2.915 3.657 -0.10 0.17 0.25
H -2.621 0.949 -1.967 -0.12 -0.01 -0.03
H 1.152 -4.191 1.157 -0.25 -0.17 -0.14
H 0.606 4.157 -3.576 -0.04 0.01 -0.02
H 3.128 -4.265 2.977 0.24 -0.21 0.10
H -3.292 3.144 -2.416 0.03 0.01 0.08
H -0.069 3.171 1.090 -0.13 -0.27 -0.61
```
Positions in Å, forces in eV/Å.